A 2-piece molecular cluster, C2H4Cl2OSi overall in a non-equilibrium geometry. Source: the Open Molecules 2025 dataset; level of theory: the ωB97M-V functional and the def2-TZVPD basis.

## Properties
highest occupied orbital energy (spin up / spin down) = -8.754 / -7.843 eV
net charge = 0
E_tot = -1363.6221 a.u.

Each line ends with the natural charge from an NBO analysis.
CARTESIAN COORDINATES (ANGSTROEM)
C: 0.809 0.122 -1.246  -0.191
C: -0.016 -0.132 -0.021  0.056
O: 1.322 -0.219 0.104  -0.468
Si: -0.634 2.517 1.553  0.929
Cl: 1.051 2.148 2.491  -0.339
Cl: -2.347 2.122 2.502  -0.382
H: 0.758 -0.640 -2.053  0.186
H: 1.039 1.158 -1.708  0.196
H: -0.633 -1.039 -0.056  0.176
H: -1.023 3.936 1.217  -0.164

***

C2H4ClFN2 as an isolated structure in a non-equilibrium geometry. Source: the Open Molecules 2025 dataset; level of theory: the ωB97M-V functional and the def2-TZVPD basis.

## Properties
highest occupied orbital energy = -9.323 eV
net charge = 0
E_tot = -748.0440 a.u.

Each line ends with the natural charge from an NBO analysis.
CARTESIAN COORDINATES (ANGSTROEM)
C: -0.120 -0.728 0.541  -0.052
C: 1.070 -0.016 0.526  0.138
H: -1.893 0.240 -1.718  0.353
H: -1.105 1.343 -0.486  0.363
H: -0.047 -1.460 1.303  0.184
H: 1.356 0.186 1.556  0.214
N: -1.095 0.209 -1.144  -0.657
N: -1.215 -0.753 -0.144  -0.159
F: 0.679 1.287 0.240  -0.370
Cl: 2.371 -0.309 -0.674  -0.015

***

Calculated energy relative to the best compared isomer or geometry (same formula, charge and spin) in order - 138.99; 82.04 kcal/mol